# 1
Here is C21H36GeIrN3O4S as an isolated structure from OMol25. Energies are from the ωB97M-V functional and the def2-TZVPD basis.

The geometry in ORCA input format:
```
! RIJCOSX wB97M-V def2-TZVPD def2/J DEFGRID3
* xyz 2 1
Ir 0.1005 0.0394 -0.5889
C 3.4311 1.2561 1.0295
C 2.0322 1.1403 1.6127
C 1.7705 2.2408 2.6330
C 1.7765 -0.2193 2.2327
O 1.1053 1.3729 0.4994
Ge -0.3655 2.6923 0.3799
O -1.3433 1.0320 0.6126
C -2.8059 0.9763 0.5348
C -3.2031 0.3946 -0.8139
C -3.3584 2.3917 0.6700
C -3.2912 0.1265 1.6952
O -0.2035 1.9095 -1.3922
C 0.1136 2.6597 -2.6243
C 0.9294 1.8066 -3.5707
C 0.8914 3.9083 -2.2304
C -1.2325 3.0176 -3.2371
H 4.1764 1.0571 1.8003
H 3.5993 2.2628 0.6473
H 3.5724 0.5501 0.2094
H 2.4727 2.1398 3.4608
H 0.7592 2.1776 3.0424
H 1.9188 3.2295 2.1966
H 2.5097 -0.3990 3.0181
H 1.8711 -1.0150 1.4881
H 0.7797 -0.2427 2.6791
H -2.9147 1.0632 -1.6238
H -4.2814 0.2416 -0.8591
H -2.7178 -0.5723 -0.9841
H -3.0671 3.0203 -0.1757
H -3.0278 2.8638 1.5971
H -4.4479 2.3594 0.6884
H -2.8696 -0.8763 1.6497
H -4.3776 0.0401 1.6715
H -3.0033 0.5765 2.6456
H 1.8995 1.5516 -3.1472
H 1.0984 2.3747 -4.4852
H 0.3982 0.8931 -3.8465
H 1.7889 3.6447 -1.6670
H 0.2853 4.5976 -1.6389
H 1.2041 4.4427 -3.1272
H -1.7851 2.1171 -3.5071
H -1.0893 3.6121 -4.1397
H -1.8343 3.6056 -2.5411
O -0.2591 -1.9416 -0.2769
N -1.2002 -2.4550 0.5620
C -2.3211 -2.9409 0.0078
C -3.2646 -3.5535 0.8028
C -3.0360 -3.6658 2.1674
C -1.8615 -3.1560 2.7035
C -0.9444 -2.5492 1.8736
H -2.4040 -2.8210 -1.0621
H -4.1633 -3.9398 0.3444
H -3.7627 -4.1499 2.8049
H -1.6453 -3.2251 3.7597
H -0.0041 -2.1321 2.1980
S 1.6915 -0.8302 -2.0508
C 2.6038 -2.0471 -1.1844
N 2.1929 -3.3372 -1.2959
C 2.9101 -4.3772 -0.8342
C 4.0963 -4.1201 -0.2031
C 4.4587 -2.7776 -0.0768
N 3.7337 -1.7736 -0.5567
H 1.3154 -3.4830 -1.7813
H 2.5047 -5.3663 -0.9945
H 4.7162 -4.9190 0.1734
H 5.3782 -2.4993 0.4252
*
```

Computed properties:
Frontier orbital gap: 0.2841 Ha
HOMO: -14.2 eV
ΔE to the lowest compared entry with this formula, charge and spin: 27.1 kcal/mol

***

# 2
Here is C21H36HgP2Se as an isolated structure from OMol25. Energies are from the ωB97M-V functional and the def2-TZVPD basis.

The geometry in ORCA input format:
```
! RIJCOSX wB97M-V def2-TZVPD def2/J DEFGRID3
* xyz 0 1
P -2.9773 -1.1253 -0.8677
P -0.5640 -2.4580 1.7585
C -3.0505 -2.5910 0.2190
C -2.3724 -2.4502 1.6003
H -2.7701 -3.5286 -0.3011
H -4.1404 -2.6679 0.4361
H -2.7209 -1.5311 2.1046
H -2.6942 -3.3023 2.2222
C -0.0820 -4.0760 2.4399
H 0.9769 -4.0626 2.7295
H -0.2303 -4.8840 1.7110
H -0.6989 -4.2907 3.3206
C -0.1164 -1.2205 3.0008
H -0.2130 -1.6760 4.0018
H -0.7866 -0.3460 2.9894
H 0.9197 -0.8611 2.9080
C -3.7729 -1.6427 -2.4044
H -3.5702 -0.9122 -3.1984
H -4.8538 -1.7153 -2.2303
H -3.3756 -2.6200 -2.7059
C -4.1425 0.0169 -0.0601
H -4.0705 -0.0354 1.0376
H -5.1547 -0.2928 -0.3614
H -3.9786 1.0517 -0.3893
Hg 0.6115 2.4879 1.5138
C 0.1674 -2.5227 0.0285
C -0.3504 -2.9215 -1.2864
C 0.5168 -2.5286 -2.4134
C 0.3736 -1.0499 -3.0305
C -0.8549 -0.3444 -2.7731
C -1.5154 -0.2180 -1.4914
C -0.5587 -0.0610 -0.2696
C 0.6040 -1.0039 -0.0718
C -0.7024 3.5432 0.1803
H 1.0872 -3.1204 0.1715
H -0.9035 -3.8647 -1.3817
H 0.3811 -3.2342 -3.2464
H 1.5887 -2.6334 -2.1407
H 1.2395 -0.4666 -2.6706
H 0.5128 -1.1471 -4.1208
H -1.4645 -0.0135 -3.6163
H -2.0460 0.7699 -1.5892
H -1.1656 -0.0544 0.6515
H -0.1931 0.9655 -0.3819
H 1.3475 -0.8692 -0.8479
H 1.1519 -0.7275 0.8448
H -0.2225 4.4718 -0.1819
H -1.5926 3.7285 0.8058
H -0.9876 2.8943 -0.6616
Se 3.0531 2.5666 2.4946
C 4.0267 3.7513 1.4073
C 4.7333 3.2883 0.2738
C 5.5278 4.1565 -0.4716
C 5.6370 5.5117 -0.1197
C 4.8933 5.9887 0.9711
C 4.0971 5.1271 1.7200
H 4.6524 2.2395 -0.0028
H 6.0612 3.7817 -1.3449
H 6.2828 6.1858 -0.6940
H 4.9320 7.0474 1.2225
H 3.5174 5.4964 2.5615
*
```

Computed properties:
Frontier orbital gap (spin up / spin down): 0.1315 / 0.1315 Ha
HOMO (spin up / spin down): -4.3 / -4.3 eV
ΔE to the lowest compared entry with this formula, charge and spin: 107.5 kcal/mol

***

# 3
Here is C21H36NO6STm as an isolated structure from OMol25. Energies are from the ωB97M-V functional and the def2-TZVPD basis.

The geometry in ORCA input format:
```
! RIJCOSX wB97M-V def2-TZVPD def2/J DEFGRID3
* xyz 0 3
Tm 0.3332 -0.6330 -1.0983
N -0.1471 -5.1445 -0.6395
C 0.2597 -3.8632 -0.7216
O -0.4890 -2.9921 -1.1676
C 1.6546 -3.5845 -0.2148
C 2.2052 -2.2346 -0.7320
H -1.0873 -5.3872 -0.9103
H 0.4474 -5.8657 -0.2704
H 2.2940 -4.4463 -0.4670
H 1.5817 -3.5527 0.8790
H 2.7157 -2.4682 -1.6856
H 3.0255 -1.9530 -0.0454
C 1.6312 2.5749 -3.2986
C 1.2155 1.1643 -3.7104
C 1.4471 0.9326 -5.2013
O 1.9076 0.1684 -2.9358
C -0.3161 0.9613 -3.4059
O -1.0788 1.8665 -3.7026
O -0.6059 -0.1653 -2.9070
H 2.5862 2.8626 -3.7368
H 1.7084 2.6260 -2.2140
H 0.8622 3.2698 -3.6263
H 2.4909 1.1185 -5.4608
H 0.8175 1.6056 -5.7759
H 1.1913 -0.0904 -5.4682
H 2.8205 0.1358 -3.2570
C 3.7288 2.1385 1.2391
S 2.3922 0.8624 1.2679
C 1.2589 1.8058 2.3462
O 1.8026 0.9335 -0.0996
H 3.3337 3.1047 0.9463
H 4.4693 1.8157 0.5148
H 4.1801 2.1888 2.2226
H 1.7000 1.8927 3.3332
H 0.3279 1.2459 2.4109
H 1.0629 2.7838 1.9245
C 0.3242 -1.9194 2.8348
C -1.1961 -1.8605 2.9941
C -1.8891 -2.8164 2.0193
C -1.7436 -0.4670 2.7767
C -2.4650 0.1332 3.7926
C -3.0754 1.3621 3.6216
C -3.0299 1.9565 2.3737
C -2.3241 1.3925 1.3250
C -2.3794 2.0555 -0.0348
C -2.9315 1.0873 -1.0857
C -1.0197 2.6090 -0.4676
C -1.5904 0.1938 1.5299
O -0.7819 -0.2937 0.6087
H 0.6916 -2.9233 3.0482
H 0.7988 -1.2241 3.5258
H 0.5935 -1.6424 1.8117
H -1.4529 -2.1685 4.0175
H -1.6789 -2.5100 0.9940
H -2.9668 -2.7837 2.1745
H -1.5433 -3.8416 2.1600
H -2.5583 -0.3871 4.7373
H -3.6032 1.8349 4.4378
H -3.5691 2.8800 2.2046
H -3.0705 2.9057 0.0357
H -2.3466 0.1568 -1.1038
H -2.8904 1.5346 -2.0783
H -3.9667 0.8369 -0.8536
H -0.3147 1.7824 -0.6378
H -0.6171 3.2702 0.3013
H -1.1313 3.1691 -1.3950
*
```

Computed properties:
Frontier orbital gap (spin up / spin down): 0.2835 / 0.2834 Ha
HOMO (spin up / spin down): -7.5 / -7.5 eV
ΔE to the lowest compared entry with this formula, charge and spin: 4.3 kcal/mol

***

# 4
Here is a 7-piece molecular cluster, C21H36O21 overall from OMol25. Energies are from the ωB97M-V functional and the def2-TZVPD basis.

The geometry in ORCA input format:
```
! RIJCOSX wB97M-V def2-TZVPD def2/J DEFGRID3
* xyz 0 1
C -3.4495 -6.9528 1.2292
O -4.6123 -7.7153 1.5434
C -4.8284 -8.3717 2.6895
O -4.0646 -8.3909 3.6604
O -5.9002 -9.1209 2.5079
C -6.6676 -9.6949 3.4423
H -3.3241 -6.7293 0.1697
H -2.6611 -7.6974 1.3393
H -3.0856 -6.2697 1.9966
H -7.5762 -9.8191 2.8531
H -6.8692 -9.0063 4.2629
H -6.3210 -10.6648 3.7989
C 0.9502 7.7370 -5.1956
O 1.7518 7.1679 -4.1114
C 2.0687 7.8275 -2.9513
O 2.4078 7.3205 -1.8965
O 1.6956 9.1226 -3.0342
C 1.5998 9.9315 -1.8747
H 1.2693 7.4429 -6.1955
H 1.0277 8.8230 -5.2470
H -0.1135 7.6036 -4.9985
H 2.5465 10.0218 -1.3421
H 0.9878 9.4003 -1.1457
H 1.1427 10.9163 -1.9716
C -6.3782 -0.9408 8.0576
O -5.1938 -1.3469 7.3461
C -5.0865 -1.1122 6.0480
O -5.9314 -0.4812 5.4028
O -4.0278 -1.7600 5.4859
C -3.2303 -2.7142 6.2864
H -7.2374 -1.2943 7.4876
H -6.4534 0.1459 8.0981
H -6.3670 -1.3651 9.0616
H -2.2675 -2.9208 5.8192
H -3.7520 -3.6091 6.6257
H -2.9282 -2.1694 7.1808
C 8.0729 0.9316 1.2861
O 9.0300 -0.0386 0.8272
C 9.5460 -0.8295 1.7710
O 8.9858 -1.0140 2.8497
O 10.5677 -1.5435 1.1853
C 10.9850 -2.7693 1.7951
H 7.8100 1.5822 0.4520
H 8.4250 1.5975 2.0739
H 7.1473 0.5714 1.7351
H 11.5264 -2.5984 2.7256
H 11.6881 -3.2773 1.1351
H 10.1049 -3.3750 2.0114
O 3.9402 0.6909 -7.9476
C 4.7403 0.2305 -7.0826
O 4.2813 -0.4871 -5.9800
C 5.4065 -0.7696 -5.1129
C 6.5502 -0.5201 -6.0712
O 6.0081 0.1988 -7.1655
H 5.5127 -0.2751 -4.1473
H 5.5563 -1.8227 -4.8750
H 6.7960 -1.4206 -6.6340
H 7.3894 0.0368 -5.6543
O -5.9248 4.7044 -4.5230
C -6.4604 3.7946 -3.8835
O -7.5415 3.0743 -4.2080
C -7.9172 2.1318 -3.1349
C -6.7506 2.2684 -2.1208
O -6.0105 3.3842 -2.6895
H -8.8963 2.4351 -2.7640
H -8.0620 1.0881 -3.4137
H -6.2367 1.3083 -2.0748
H -7.1933 2.5239 -1.1580
O 1.2407 -1.7213 -1.3506
C 0.7223 -0.7276 -0.7997
O -0.5418 -0.5602 -0.4319
C -0.7231 0.6740 0.2215
C 0.6045 1.3778 0.0021
O 1.4614 0.3392 -0.5298
H -1.4613 1.3375 -0.2290
H -1.1413 0.4622 1.2055
H 1.1078 1.4746 0.9641
H 0.5333 2.2185 -0.6881
*
```

Computed properties:
Frontier orbital gap: 0.3916 Ha
HOMO: -10.4 eV
Structure (SMILES): COC(=O)OC.COC(=O)OC.COC(=O)OC.COC(=O)OC.O=C1OCCO1.O=C1OCCO1.O=C1OCCO1
ΔE to the lowest compared entry with this formula, charge and spin: 110.2 kcal/mol

***

# 5
Here is C21H37AgFGeN3O9 as an isolated structure from OMol25. Energies are from the ωB97M-V functional and the def2-TZVPD basis.

The geometry in ORCA input format:
```
! RIJCOSX wB97M-V def2-TZVPD def2/J DEFGRID3
* xyz -1 2
Ag 0.3567 -0.2982 0.0071
C 0.8382 2.8138 -0.1563
C -0.2354 2.7665 0.9319
C -1.5675 3.2417 0.3628
C 0.1850 3.6561 2.1000
O -0.4334 1.4201 1.3649
Ge 0.2653 0.5883 2.9334
O -0.6904 -0.9293 2.4456
C -2.0362 -1.1871 2.8193
C -2.9456 -0.8268 1.6445
C -2.4650 -0.3832 4.0532
C -2.1474 -2.6736 3.1411
O 1.7067 0.0016 1.8199
C 2.8384 -0.7884 2.1800
C 2.5742 -2.2442 1.7969
C 4.0305 -0.2507 1.3988
C 3.0972 -0.6906 3.6820
H 0.9936 3.8378 -0.5064
H 1.7828 2.4269 0.2354
H 0.5379 2.2025 -1.0088
H -1.4796 4.2482 -0.0576
H -1.8835 2.5503 -0.4233
H -2.3296 3.2482 1.1468
H 0.2799 4.6927 1.7660
H -0.5540 3.6122 2.9044
H 1.1492 3.3335 2.5024
H -2.7814 0.2198 1.3718
H -2.7125 -1.4321 0.7653
H -3.9998 -0.9693 1.9025
H -2.4411 0.6905 3.8422
H -3.4844 -0.6511 4.3429
H -1.7964 -0.5802 4.8950
H -1.8915 -3.2748 2.2650
H -1.4587 -2.9307 3.9504
H -3.1659 -2.9323 3.4456
H 2.5000 -2.3345 0.7118
H 3.3839 -2.8916 2.1445
H 1.6307 -2.5720 2.2440
H 3.7978 -0.2614 0.3320
H 4.2443 0.7772 1.7054
H 4.9194 -0.8648 1.5713
H 2.2570 -1.1036 4.2488
H 3.9989 -1.2506 3.9422
H 3.2322 0.3521 3.9803
N -0.2890 -2.6832 -0.2456
C 0.4633 -3.5625 -1.1420
C 0.9878 -2.7691 -2.3361
C 2.1606 -1.8888 -1.9508
O 3.3026 -2.2223 -2.2341
O 1.9130 -0.7736 -1.3190
H -0.4949 -3.1293 0.6389
H -1.1733 -2.4107 -0.6779
H -0.1461 -4.3947 -1.5061
H 1.3052 -3.9922 -0.5942
H 0.1783 -2.1626 -2.7519
H 1.3444 -3.4504 -3.1059
F -0.5758 4.5370 -4.1283
C -0.5601 3.2278 -4.4179
C -1.4756 2.4031 -3.9108
N -1.5208 1.0635 -4.2135
C -2.4437 0.1815 -3.5060
C -1.8405 -0.3744 -2.2151
O -2.3177 -1.4304 -1.7845
O -0.8850 0.3322 -1.7676
C -0.5555 0.4821 -5.0091
O -0.5347 -0.7021 -5.2762
N 0.3837 1.3697 -5.5063
C 0.4890 2.7440 -5.2940
O 1.3631 3.4051 -5.8104
H -2.2337 2.7699 -3.2325
H -2.7337 -0.6434 -4.1450
H -3.3247 0.7640 -3.2407
H 1.1135 0.9506 -6.0620
*
```

Computed properties:
Frontier orbital gap (spin up / spin down): 0.2952 / 0.2270 Ha
HOMO (spin up / spin down): -5.4 / -5.4 eV
ΔE to the lowest compared entry with this formula, charge and spin: 4.7 kcal/mol

***

# 6
Here is C21H37FeN9SbSe2 as an isolated structure from OMol25. Energies are from the ωB97M-V functional and the def2-TZVPD basis.

The geometry in ORCA input format:
```
! RIJCOSX wB97M-V def2-TZVPD def2/J DEFGRID3
* xyz 0 6
Fe -0.1438 0.2299 0.3737
C -2.9084 -1.2977 2.6118
Se -1.3059 -1.9359 1.7281
C -0.1198 -1.7075 3.2541
C 1.2056 -2.3400 2.8927
Se 1.9381 -1.5384 1.2616
C 3.3163 -0.4668 2.1184
H -2.7570 -0.2757 2.9477
H -3.1086 -1.9649 3.4462
H -3.7146 -1.3304 1.8872
H -0.5807 -2.2005 4.1107
H -0.0199 -0.6398 3.4587
H 1.0862 -3.4045 2.6914
H 1.9505 -2.2184 3.6779
H 3.8756 -1.1317 2.7726
H 2.8739 0.3732 2.6389
H 3.9679 -0.1061 1.3264
N -2.0213 2.8937 1.6124
C -0.6974 2.8005 1.9394
N -0.0311 3.7570 2.5589
N 1.2220 3.2743 2.6706
N 1.3125 2.1089 2.1582
N 0.0907 1.7416 1.6720
C -2.7130 1.9082 0.9509
N -3.9954 1.9573 0.6407
N -4.2219 0.7874 0.0094
N -3.1488 0.0863 -0.0563
N -2.1529 0.7684 0.5565
H -2.4969 3.7547 1.8223
C -1.2574 2.8740 -3.5728
C -0.5744 3.4423 -2.5111
C -0.1814 2.6597 -1.4285
C -0.4726 1.3006 -1.4123
C -1.1860 0.7358 -2.4661
C -1.5652 1.5205 -3.5475
H -1.5676 3.4861 -4.4094
H -0.3459 4.5014 -2.5141
H 0.3522 3.1267 -0.6100
H -1.4868 -0.3041 -2.4465
H -2.1254 1.0761 -4.3609
C 4.7563 -1.8132 -1.3668
C 4.7215 -0.3304 -1.7146
C 5.7543 0.4309 -0.8902
Sb 2.7128 0.4866 -1.5270
C 3.0597 2.4631 -2.3426
C 4.1383 2.5452 -3.4159
C 3.3405 3.4505 -1.2125
C 1.8369 -0.5582 -3.2149
C 1.0790 -1.7786 -2.6998
C 2.7874 -0.9611 -4.3362
H 5.7663 -2.2135 -1.4962
H 4.0866 -2.4077 -1.9882
H 4.4730 -1.9854 -0.3252
H 4.9502 -0.2028 -2.7756
H 5.6458 0.2207 0.1761
H 5.6952 1.5106 -1.0174
H 6.7652 0.1217 -1.1705
H 2.0972 2.7062 -2.7961
H 5.1264 2.2967 -3.0279
H 4.1953 3.5677 -3.8002
H 3.9393 1.8940 -4.2652
H 4.3260 3.2803 -0.7749
H 2.6165 3.3857 -0.3990
H 3.3315 4.4758 -1.5905
H 1.1179 0.1634 -3.6058
H 1.7596 -2.5350 -2.3027
H 0.4984 -2.2469 -3.4990
H 0.3749 -1.5282 -1.8989
H 3.5278 -1.6916 -4.0063
H 3.3233 -0.1128 -4.7582
H 2.2234 -1.4247 -5.1507
*
```

Computed properties:
Frontier orbital gap (spin up / spin down): 0.2993 / 0.2453 Ha
HOMO (spin up / spin down): -8.1 / -8.2 eV
ΔE to the lowest compared entry with this formula, charge and spin: 22.9 kcal/mol

***

# 7
Here is C21H38BCeN7O4 as an isolated structure from OMol25. Energies are from the ωB97M-V functional and the def2-TZVPD basis.

The geometry in ORCA input format:
```
! RIJCOSX wB97M-V def2-TZVPD def2/J DEFGRID3
* xyz 2 1
Ce -0.3802 0.5967 0.9006
C 2.9977 1.4301 3.1121
C 1.7252 2.1470 2.7662
C 0.5485 1.9611 3.5003
C -0.6096 2.6717 3.1796
C -0.6071 3.5759 2.1217
C 0.5595 3.7679 1.3873
C 1.7119 3.0607 1.7053
H 3.7491 2.1405 3.4540
H 3.3857 0.9363 2.2212
H 2.8393 0.6972 3.8994
H 0.5589 1.3333 4.3842
H -1.4895 2.5778 3.8042
H -1.4886 4.1643 1.9090
H 0.5869 4.5168 0.6071
H 2.6282 3.2493 1.1632
C -4.5500 -2.1287 0.5385
N -3.6844 -2.7439 1.5268
C -4.3571 -3.6832 2.4030
C -2.5447 -2.0720 1.8656
N -2.2710 -0.8653 1.5295
N -1.6026 -2.8270 2.5533
C -0.3617 -2.4408 3.0077
N 0.3278 -3.4390 3.6269
N 0.0826 -1.2395 2.8927
H -5.1358 -2.9098 0.0574
H -3.9420 -1.6466 -0.2276
H -5.2442 -1.4029 0.9753
H -4.9646 -4.3554 1.7986
H -5.0173 -3.1570 3.1009
H -3.6610 -4.2843 2.9815
H -3.0781 -0.3731 1.1466
H -1.8194 -3.8085 2.6494
H 0.0277 -4.3980 3.5973
H 1.2899 -3.2799 3.8749
H 0.9947 -1.1515 3.3424
C -2.3830 0.2006 -3.9700
C -2.0341 0.1942 -2.5207
N -1.1644 -0.5815 -1.9760
O -0.4969 -1.4518 -2.8413
C -2.6545 1.1123 -1.5643
C -4.0541 1.6200 -1.7262
N -1.8454 1.3710 -0.5899
O -2.2044 1.9934 0.5344
H -1.4860 -0.0452 -4.5343
H -2.7676 1.1687 -4.2738
H -3.1224 -0.5662 -4.1967
H 0.3617 -1.5845 -2.3907
H -4.7076 0.8538 -2.1362
H -4.0664 2.4767 -2.3999
H -4.4205 1.9526 -0.7561
C 2.4891 -0.5725 -3.7537
C 2.8880 -0.4901 -2.2824
C 3.8615 -1.6262 -1.9603
O 1.7302 -0.7076 -1.4559
B 1.6800 0.1879 -0.3779
O 2.7450 1.0698 -0.5329
C 3.3806 0.9159 -1.8128
C 4.8909 1.0536 -1.6557
C 2.8424 2.0568 -2.6864
H 2.1880 -1.5894 -3.9947
H 3.3298 -0.3052 -4.3872
H 1.6534 0.0838 -3.9733
H 3.3650 -2.5741 -2.1520
H 4.1378 -1.5998 -0.9108
H 4.7503 -1.5669 -2.5770
H 5.2766 0.3557 -0.9204
H 5.1283 2.0586 -1.3171
H 5.3836 0.8810 -2.6080
H 1.7577 1.9904 -2.7518
H 3.2715 2.0361 -3.6830
H 3.0911 3.0077 -2.2208
*
```

Computed properties:
Frontier orbital gap (spin up / spin down): 0.3093 / 0.2415 Ha
HOMO (spin up / spin down): -14.4 / -14.3 eV

***

Max |F| for the records above, in order: 0.30, 3.55, 2.47, 6.98, 0.58, 0.73, 5.01 eV/Å